# 1
H6O3 | the ωB97M-V functional and the def2-TZVPD basis

Kohn-Sham gap ... 12.249 eV
SMILES ... O.O.O
ΔE to the lowest compared entry with this formula, charge and spin ... 60.4 kJ/mol

```
9
Properties=species:S:1:pos:R:3:forces:R:3:nbo_charge:R:1
O -4.1912 -1.7052 -2.5498 0.2 -0.1 0.1 -0.94
H -4.1136 -1.0079 -3.2009 0.1 0.2 -0.2 0.47
H -5.1318 -1.8711 -2.4868 -0.2 -0.1 0.1 0.47
O 1.7835 -0.6303 -0.4405 0.1 0.2 0.1 -0.94
H 0.9974 -0.8685 -0.9320 -0.2 0.0 -0.1 0.47
H 2.3989 -1.3431 -0.6121 0.2 -0.2 0.0 0.47
O 2.7549 2.8560 3.3197 0.0 0.2 0.0 -0.94
H 2.8061 2.1152 2.7157 0.0 -0.2 -0.2 0.47
H 2.6958 2.4551 4.1868 0.0 -0.1 0.2 0.47
```
Positions in Å, forces in eV/Å.

---

# 2
H6O3Rb | the ωB97M-V functional and the def2-TZVPD basis

Kohn-Sham gap ... 12.407 eV
Net charge ... +1
ΔE to the lowest compared entry with this formula, charge and spin ... 40.6 kJ/mol

```
10
Properties=species:S:1:pos:R:3:forces:R:3:nbo_charge:R:1
Rb 0.6007 0.0359 1.5641 0.1 0.1 0.1 0.99
O 1.6005 2.4377 0.3889 0.9 -1.2 3.4 -0.95
H 0.8988 2.8116 -0.0426 -2.9 1.8 -1.6 0.48
H 2.2038 2.2423 -0.2730 2.1 -0.5 -1.9 0.48
O -0.7509 -2.3215 1.1296 -0.5 0.7 -0.3 -0.99
H -1.5628 -2.0593 0.6446 0.7 -0.9 0.5 0.49
H -0.5622 -3.2546 0.9874 -0.4 0.0 -0.2 0.51
O -0.6507 0.1734 -1.1568 1.1 0.7 0.4 -0.98
H -0.3685 0.3193 -2.0665 -0.2 -0.1 0.0 0.50
H -1.4089 -0.3847 -1.1757 -0.9 -0.6 -0.4 0.48
```
Positions in Å, forces in eV/Å.

---

# 3
H6P4S | the ωB97M-V functional and the def2-TZVPD basis

Kohn-Sham gap ... 8.256 eV
SMILES ... [PH2]#[PH]P(#[PH2])S
ΔE to the lowest compared entry with this formula, charge and spin ... 0.0 kJ/mol

```
11
Properties=species:S:1:pos:R:3:forces:R:3:nbo_charge:R:1
P -1.2280 1.3638 -1.0773 0.0 0.8 1.7 0.00
P 1.7104 0.5390 0.4493 1.3 1.6 -1.5 -0.03
P -1.0228 -0.7725 -0.7802 0.0 -1.1 0.6 0.00
P 0.2437 -0.8039 1.0582 -1.2 -3.0 1.0 0.15
S 1.2680 -2.9164 0.8292 -0.2 2.2 -0.6 -0.32
H -0.4288 1.5019 -2.1979 -0.1 -0.2 -0.9 0.00
H -2.5010 1.0509 -1.5390 -0.3 0.3 -0.9 0.01
H 2.5250 0.4735 1.5510 0.6 -0.5 0.8 0.02
H 1.0671 1.6371 1.0766 -0.2 -0.1 -0.2 0.02
H -2.2399 -0.8811 0.0189 0.7 0.2 -0.5 0.01
H 0.3727 -3.4123 1.6501 -0.5 -0.3 0.5 0.13
```
Positions in Å, forces in eV/Å.

---

# 4
H6S2Si2 | the ωB97M-V functional and the def2-TZVPD basis

Kohn-Sham gap ... 8.465 eV
SMILES ... [SiH3]SS[SiH3]
ΔE to the lowest compared entry with this formula, charge and spin ... 90.5 kJ/mol

```
10
Properties=species:S:1:pos:R:3:forces:R:3:nbo_charge:R:1
Si 1.0592 -0.2186 1.9731 0.0 2.1 -0.2 0.72
Si -0.8840 0.1006 -2.1385 1.2 -0.5 2.8 0.83
S -0.9552 0.4821 1.5334 0.2 -0.9 -0.3 -0.29
S -1.4469 -1.0593 0.1783 0.7 1.4 -2.0 -0.34
H 1.6426 -0.1936 0.6059 0.1 -0.9 0.3 -0.14
H 1.7130 1.0357 2.4859 -0.2 -0.3 0.2 -0.17
H 1.2522 -1.2160 3.0508 -0.1 -0.3 -0.6 -0.13
H -2.0150 0.0037 -2.9253 -2.1 0.0 -0.8 -0.18
H -0.4918 1.4399 -1.6600 -0.2 -0.1 0.0 -0.15
H 0.1260 -0.3744 -3.1035 0.4 -0.4 0.5 -0.16
```
Positions in Å, forces in eV/Å.

---

# 5
H70O35 | the ωB97M-V functional and the def2-TZVPD basis

Kohn-Sham gap ... 7.589 eV
ΔE to the lowest compared entry with this formula, charge and spin ... 477.8 kJ/mol

```
105
Properties=species:S:1:pos:R:3:forces:R:3:mulliken_charge:R:1
O -1.8879 -5.4188 10.4813 -0.4 0.3 0.3 -0.63
H -2.2588 -6.2530 10.1939 0.1 -0.3 0.2 0.31
H -1.0734 -5.3347 9.9855 0.3 0.1 -0.2 0.30
O -4.8376 -6.9426 6.7620 0.7 0.4 0.6 0.72
H -5.2029 -6.2698 6.1874 -0.3 0.5 -0.2 -0.14
H -5.2538 -7.7553 6.4748 -0.1 -0.5 -0.1 0.00
O -3.0201 -6.1198 2.2960 0.2 -0.3 -0.1 -0.59
H -3.0071 -5.7299 1.4219 -0.1 0.3 -0.1 0.28
H -3.7130 -6.7788 2.2546 -0.4 -0.3 0.0 0.25
O -6.4588 -7.3507 11.9525 -0.1 0.7 0.7 -0.64
H -6.5188 -7.3872 10.9978 0.2 -0.4 -0.6 0.36
H -7.1345 -7.9556 12.2587 0.0 -0.3 0.1 0.29
O -2.4808 -5.1748 7.4811 0.1 0.3 0.0 0.07
H -2.3298 -5.3969 6.5624 -0.2 0.0 -0.6 0.13
H -3.3846 -5.4427 7.6474 -0.2 -0.2 0.3 -0.06
O -1.2550 -8.3262 7.6732 0.2 0.5 -0.5 -0.53
H -0.4508 -8.0349 7.2434 0.2 0.2 0.0 0.24
H -1.4808 -9.1444 7.2306 -0.2 -0.9 -0.3 0.21
O -6.6556 -11.7171 4.6290 0.6 0.3 -0.5 -0.63
H -6.5048 -11.3436 3.7606 -0.2 0.1 -0.3 0.19
H -6.2580 -12.5869 4.5884 0.0 -0.5 0.1 0.25
O -3.7448 -11.9313 9.9938 -0.2 -0.4 0.1 -0.71
H -2.9096 -11.8912 10.4596 0.2 0.0 0.2 0.30
H -3.6546 -11.2955 9.2840 -0.1 0.3 -0.1 0.23
O -4.2251 -2.4203 9.8814 -0.2 0.4 0.0 -0.62
H -4.7251 -1.6046 9.9125 -0.1 0.3 0.0 0.27
H -4.8826 -3.1087 9.9810 -0.2 -0.5 0.1 0.33
O -6.5297 -8.1429 9.3215 -0.2 -0.1 0.3 -0.66
H -5.7003 -8.3074 8.8729 0.5 -0.2 0.1 0.40
H -7.0638 -7.6796 8.6763 0.0 0.3 -0.4 0.40
O -1.8800 -11.6376 4.1898 0.0 -0.5 0.0 -0.61
H -2.6148 -11.7639 3.5896 -0.1 0.0 -0.2 0.27
H -2.0020 -10.7534 4.5357 0.1 0.7 0.3 0.35
O -2.6558 -8.7917 5.0095 0.2 -0.3 0.2 -0.38
H -2.5021 -7.8936 5.3029 0.1 0.3 0.4 0.19
H -3.1876 -8.6983 4.2191 0.0 0.1 -0.4 0.25
O 0.1612 -5.3368 7.9356 0.8 -0.1 0.1 -0.60
H -0.7182 -5.1683 7.5973 -0.6 0.0 0.3 0.30
H 0.5280 -5.9876 7.3372 0.3 0.0 -0.1 0.27
O -6.1016 -9.0628 5.7904 0.2 -0.1 0.0 -0.39
H -6.3559 -9.9294 5.4733 0.0 -0.4 0.2 0.06
H -6.5993 -8.4526 5.2462 -0.5 0.3 -0.4 0.15
O -4.3178 -3.7475 4.8582 -0.2 0.7 0.4 -0.54
H -3.5555 -4.3168 4.7536 0.7 -0.1 0.0 0.49
H -5.0686 -4.3215 4.7066 0.0 -0.3 0.0 0.24
O -10.0712 -4.8451 6.4147 -0.2 -0.6 0.4 -0.65
H -9.2728 -4.3401 6.2606 0.4 0.5 -0.4 0.37
H -10.7608 -4.3422 5.9814 -0.2 0.1 0.0 0.29
O -4.3401 -3.1407 2.2183 -0.3 0.1 -0.8 -0.62
H -4.4926 -2.7722 3.0885 0.1 0.2 0.4 0.27
H -3.3871 -3.1735 2.1352 0.2 0.1 0.1 0.30
O -3.8639 -9.3175 8.6343 -0.7 -0.6 -0.4 -0.11
H -4.0317 -8.7154 7.9093 0.2 0.3 -0.5 -0.07
H -3.1823 -8.8874 9.1507 0.6 0.4 0.9 0.42
O -2.1163 -11.0898 7.2537 0.4 -0.1 0.0 -0.63
H -2.8977 -10.7058 7.6514 -0.5 0.5 0.2 0.24
H -2.4545 -11.7515 6.6504 0.2 -0.2 -0.4 0.30
O -8.8881 -11.7039 6.0623 -0.4 -0.3 0.2 -0.68
H -8.0314 -11.5782 5.6544 -0.1 -0.2 0.0 0.42
H -9.2744 -10.8284 6.0840 -0.1 0.2 0.0 0.44
O -8.0084 -3.1325 5.7133 0.1 -0.2 -0.5 -0.73
H -7.6855 -2.6700 4.9400 -0.1 0.3 -0.3 0.33
H -7.8379 -2.5333 6.4400 0.1 0.3 0.9 0.26
O -8.2716 -6.8095 7.7447 0.2 -0.2 -0.1 -0.48
H -8.7379 -6.0089 7.5040 -0.4 0.3 -0.3 0.16
H -8.8721 -7.2700 8.3308 -0.4 -0.1 0.2 0.24
O -8.1729 -7.6904 4.3513 0.7 0.3 -0.3 -0.53
H -8.6761 -8.1293 5.0371 -0.6 -0.2 0.7 0.34
H -8.7189 -7.7641 3.5685 0.0 0.1 -0.3 0.20
O -1.6584 -2.7529 9.1963 1.0 0.5 -0.3 -0.66
H -2.5432 -2.4346 9.3753 -0.3 -0.2 0.2 0.44
H -1.7875 -3.5190 8.6372 -0.2 -0.2 0.0 0.22
O -6.5214 -10.7005 10.6887 -0.4 -0.2 0.3 -0.67
H -6.5929 -9.9067 10.1586 0.0 0.3 -0.2 0.42
H -5.7072 -11.1110 10.3974 0.4 -0.3 0.0 0.31
O -3.5756 -1.1205 4.4829 0.1 0.5 -0.4 -0.65
H -3.6702 -2.0416 4.7256 -0.2 -0.5 0.4 0.40
H -3.3257 -0.6824 5.2965 0.1 0.2 0.2 0.31
O -2.0939 -5.3025 4.6159 0.3 0.0 1.0 -0.66
H -1.2047 -5.1898 4.2797 0.3 0.2 -0.1 0.25
H -2.5328 -5.8412 3.9576 -0.1 -0.2 -0.8 0.24
O -5.9856 -5.2187 1.5144 -0.5 -0.9 -0.2 -0.65
H -5.5641 -4.6475 2.1565 0.5 0.4 0.1 0.43
H -6.1403 -4.6549 0.7565 0.0 0.2 -0.1 0.29
O -6.6590 -4.1063 10.3840 0.0 0.3 -0.4 -0.69
H -6.8730 -4.9005 9.8946 0.1 -0.5 -0.1 0.30
H -6.5058 -4.4097 11.2788 0.1 -0.2 0.4 0.29
O -5.9572 -12.3668 7.2732 0.0 -0.1 0.1 -0.53
H -6.0466 -11.8951 6.4451 0.0 0.2 0.1 0.23
H -5.1282 -12.8385 7.1926 0.3 -0.2 0.2 0.27
O -3.9952 -9.0096 2.6144 -0.1 0.1 -0.1 -0.65
H -4.7126 -9.4633 3.0568 -0.3 0.0 0.2 0.22
H -4.1153 -9.2172 1.6877 0.1 0.0 -0.4 0.27
O -8.0585 -2.2711 8.6431 -0.1 0.3 -0.8 -0.64
H -7.4218 -2.8960 8.9900 0.3 -0.2 0.5 0.35
H -8.9093 -2.6310 8.8939 -0.2 0.0 0.1 0.31
O -6.3970 -5.3623 4.8270 0.3 -0.2 -0.1 -0.41
H -6.8359 -4.5122 4.8580 -0.5 0.3 0.5 0.20
H -7.1050 -5.9932 4.6965 -0.5 -0.6 -0.3 0.10
O -10.0078 -9.0977 5.8917 0.0 0.1 -0.1 -0.70
H -10.8178 -9.2259 5.3980 -0.3 -0.1 -0.2 0.26
H -10.2757 -9.1473 6.8093 0.0 0.1 0.4 0.29
O -1.7070 -8.2099 10.2134 -0.7 -0.3 0.7 -0.64
H -1.4162 -8.1864 9.3018 0.6 0.1 -0.8 0.45
H -1.1884 -8.9082 10.6129 0.1 -0.1 0.3 0.24
```
Positions in Å, forces in eV/Å.